{"formula": "C3H8NO2S", "method": "ωB97M-V/def2-TZVPD", "total_charge": 1, "lumo_energy_ev": -4.23, "de_lowest_ev": 0.000, "species": ["C", "O", "C", "H", "H", "H", "O", "H", "H", "S", "N", "H", "H", "H", "C"], "positions_angstrom": [[2.6126, -0.4738, 0.2202], [1.7375, -1.0617, 0.8086], [-1.8892, -0.4272, -0.3562], [-2.0644, -0.1352, -1.3936], [-2.8785, -0.6649, 0.0414], [-1.9257, 1.6157, 0.4137], [3.7454, -0.9957, -0.1748], [0.4226, -0.1743, 0.9679], [3.8591, -1.9330, 0.0604], [2.4935, 1.2150, -0.2735], [-0.2028, 0.6717, 0.9555], [0.1432, 1.4798, 1.4638], [3.6662, 1.2561, -0.8949], [-1.2473, -1.3026, -0.3152], [-1.3358, 0.7027, 0.3733]], "forces_ev_per_angstrom": [[0.40, 0.25, -0.55], [-0.27, -0.41, 0.33], [-0.14, -0.48, -0.22], [0.05, 0.05, -0.06], [0.00, -0.01, 0.07], [0.18, 0.07, 0.10], [0.72, -0.32, -0.15], [-0.01, 0.12, -0.10], [-0.32, 0.10, 0.14], [-0.31, 0.14, 0.14], [-0.32, 0.18, 0.43], [-0.15, 0.02, -0.06], [0.29, 0.01, -0.10], [-0.01, -0.07, -0.04], [-0.13, 0.34, 0.05]], "lowdin_charge": [-0.888, 0.018, -0.011, 0.115, 0.114, 0.156, 0.084, 0.069, 0.159, 0.924, 0.190, 0.141, -0.086, 0.100, -0.088]}

{"formula": "C3H8NO3", "method": "ωB97M-V/def2-TZVPD", "total_charge": -1, "lumo_energy_ev": 3.52, "de_lowest_ev": 4.238, "species": ["H", "H", "O", "H", "H", "N", "H", "H", "C", "H", "C", "C", "O", "H", "O"], "positions_angstrom": [[2.2935, -0.1634, 1.5940], [-0.6359, -0.0167, -2.1112], [-2.2637, -0.4787, -0.9918], [2.0988, -1.6410, 0.6203], [3.2988, -0.3278, 0.1779], [-0.0629, -0.5519, -0.0672], [-2.4313, 0.5964, 1.8739], [-1.0946, 1.1006, -0.7569], [-0.9945, 0.0554, -1.0758], [-2.6190, -0.0767, -0.0790], [2.3223, -0.5766, 0.5835], [1.2368, 0.0601, -0.2961], [1.5212, 0.9381, -1.0771], [0.2962, 0.3524, 0.5192], [-2.9658, 0.7298, 1.0862]], "forces_ev_per_angstrom": [[-0.13, -0.12, 0.04], [0.42, -0.18, 0.39], [0.55, -0.54, -0.04], [0.39, -0.02, 0.15], [-0.01, -0.20, -0.17], [2.54, 2.43, -0.61], [0.02, -0.13, -0.03], [0.34, 0.22, -0.51], [-1.86, 0.62, 0.60], [-0.27, 0.27, 0.35], [-0.45, 0.24, 0.09], [2.08, -2.46, -1.27], [-0.02, 0.57, -0.75], [-3.62, -0.69, 1.97], [0.02, 0.00, -0.20]], "lowdin_charge": [0.075, 0.116, -0.152, 0.072, 0.071, 0.122, -0.127, 0.112, -0.355, -0.016, -0.017, -0.628, 0.043, 0.146, -0.462]}

{"formula": "C3H8NO3", "method": "ωB97M-V/def2-TZVPD", "total_charge": -1, "lumo_energy_ev": 3.77, "de_lowest_ev": 0.293, "species": ["H", "C", "H", "O", "O", "H", "C", "H", "O", "H", "C", "H", "H", "H", "N"], "positions_angstrom": [[-2.7020, 2.2669, -0.4563], [0.8484, -0.3456, 0.9269], [0.9777, -1.6746, -1.6647], [1.4643, 0.6703, 1.3113], [1.0134, -1.5619, 1.1712], [-2.8984, 0.6210, 0.1743], [-0.8196, 1.2912, 0.0382], [-1.0676, -0.7667, 0.1349], [0.6079, -1.2460, -2.4520], [0.2646, -0.4436, -2.0310], [-2.2606, 1.2830, -0.4365], [-0.1751, 1.8063, -0.6811], [-2.3078, 0.9265, -1.4547], [-0.6606, 1.7617, 1.0098], [-0.3231, -0.0713, 0.0954]], "forces_ev_per_angstrom": [[-0.15, 0.47, 0.20], [-0.88, -0.04, 0.42], [-0.07, -0.08, -0.11], [0.10, -0.35, -0.27], [0.31, 0.16, -0.25], [0.25, 0.26, -0.08], [0.43, -0.48, -0.06], [0.63, 0.09, 0.24], [0.20, 0.01, 0.09], [-0.10, -0.12, 0.11], [-0.06, -0.21, 0.21], [-0.21, 0.46, 0.09], [-0.02, -0.32, -0.41], [-0.24, 0.24, 0.01], [-0.19, -0.11, -0.19]], "lowdin_charge": [0.052, -0.794, 0.023, -0.073, -0.096, 0.073, -0.306, 0.108, -0.101, 0.002, -0.115, 0.105, 0.057, 0.101, -0.034]}

{"formula": "C3H8NO3", "method": "ωB97M-V/def2-TZVPD", "total_charge": 1, "lumo_energy_ev": -3.45, "de_lowest_ev": 0.197, "species": ["H", "H", "C", "H", "O", "O", "H", "H", "H", "C", "O", "H", "N", "C", "H"], "positions_angstrom": [[2.9533, 0.2712, 1.2906], [-0.2590, 1.0377, -0.9032], [1.4487, 0.2363, -0.1560], [-3.9887, -0.0046, 1.4170], [-2.1557, -0.4759, -0.1978], [0.8395, -0.8201, 0.1318], [3.3847, 1.2865, 0.0713], [3.5685, -0.3426, -0.0932], [1.2849, 2.0526, -0.9815], [-3.1973, -1.0234, -0.0406], [-4.0918, -0.8127, 0.8733], [0.0007, -0.9968, -0.2407], [0.8188, 1.2127, -0.7237], [2.8776, 0.3252, 0.2657], [-3.4844, -1.9462, -0.7131]], "forces_ev_per_angstrom": [[-0.30, -0.47, 2.58], [2.84, 0.98, 0.30], [1.58, 1.40, -0.23], [0.41, -0.37, -0.36], [2.02, 1.50, -0.08], [1.50, -2.28, 1.45], [-0.85, -0.02, -0.35], [0.91, -2.32, -1.29], [0.10, 0.63, -0.24], [-1.08, -3.25, -1.57], [-1.08, 0.50, 0.65], [-2.31, 0.03, -0.72], [-3.36, -0.99, -0.53], [-0.56, 2.99, -0.92], [0.17, 1.67, 1.30]], "lowdin_charge": [0.086, 0.204, -0.402, 0.153, 0.035, 0.242, 0.120, 0.083, 0.140, -0.420, 0.137, 0.103, 0.266, 0.068, 0.185]}

{"formula": "C3H8NO3", "method": "ωB97M-V/def2-TZVPD", "total_charge": 1, "lumo_energy_ev": -3.19, "de_lowest_ev": 1.915, "smiles": "OC[NH2+][C@@]1(O)CO1", "species": ["H", "C", "N", "O", "H", "H", "H", "H", "O", "C", "O", "C", "H", "H", "H"], "positions_angstrom": [[1.3714, 1.8129, -0.5872], [-1.3092, -0.1941, -0.1449], [-0.1985, 0.0389, 0.8309], [2.1625, 0.4861, 0.8759], [-0.3680, -0.5846, 1.6381], [2.1563, -1.9028, 0.2287], [2.5899, 0.5888, -1.2048], [-1.1463, 0.4638, -1.0124], [-2.4544, 0.1238, 0.5628], [1.1743, -0.2291, 0.2829], [1.2684, -1.5564, 0.0527], [1.8387, 0.8439, -0.4673], [-1.2654, -1.2455, -0.4622], [-3.2563, -0.1151, 0.0840], [-0.2719, 1.0040, 1.1895]], "forces_ev_per_angstrom": [[-0.03, 0.12, 0.03], [-0.29, -0.23, -0.75], [-0.12, -0.11, 0.44], [0.35, -0.22, 1.19], [0.13, 0.17, -0.20], [-0.04, 0.19, 0.01], [-0.05, -0.11, -0.01], [0.13, -0.13, 0.26], [0.12, 0.12, 0.31], [0.04, 0.52, -0.78], [-0.17, -0.30, 0.22], [-0.39, 0.04, -0.63], [0.11, 0.25, 0.13], [0.04, -0.05, -0.06], [0.15, -0.26, -0.16]], "lowdin_charge": [0.131, -0.184, 0.186, 0.097, 0.210, 0.158, 0.140, 0.157, 0.018, -0.565, 0.135, 0.025, 0.155, 0.130, 0.207]}

{"formula": "C3H8NO4", "method": "ωB97M-V/def2-TZVPD", "total_charge": 1, "lumo_energy_ev": -3.43, "de_lowest_ev": 0.000, "species": ["H", "O", "H", "H", "H", "H", "H", "O", "N", "H", "O", "H", "C", "O", "C", "C"], "positions_angstrom": [[-0.4153, -3.4390, 0.1915], [0.3064, 1.2671, -0.3772], [-1.2140, 0.6067, -0.0912], [2.3113, -1.4880, 0.2547], [-2.7618, 0.3059, -0.3412], [0.4968, 2.2033, -0.4850], [-2.4744, 1.2034, 1.1095], [2.4814, 1.4314, 0.0194], [-2.1957, 0.9384, 0.0741], [3.1069, 1.2603, 0.7521], [-0.9721, -1.2095, -0.1441], [-2.2105, 1.7826, -0.5188], [0.1865, -1.6718, -0.1354], [0.3495, -2.9481, -0.1720], [1.4798, 0.5669, -0.0827], [1.5253, -0.8097, -0.0537]], "forces_ev_per_angstrom": [[0.09, 0.47, -0.59], [1.29, -1.35, 0.08], [-0.34, -0.41, 0.93], [0.58, 0.84, -0.25], [-2.64, -2.83, -1.19], [0.53, 0.23, 0.04], [0.83, -0.96, -2.77], [0.53, 0.18, 0.71], [1.39, 4.55, 2.66], [-0.34, -0.22, -0.59], [2.02, -0.28, 0.13], [-0.50, -0.08, 0.56], [-0.82, 3.51, -0.04], [1.30, -1.81, 0.62], [-0.69, -1.38, -0.49], [-3.24, -0.43, 0.20]], "lowdin_charge": [0.165, 0.039, 0.064, 0.118, 0.075, 0.140, 0.222, 0.129, 0.263, 0.163, 0.012, 0.151, -0.458, 0.160, -0.362, 0.120]}

{"formula": "C3H8NO4", "method": "ωB97M-V/def2-TZVPD", "total_charge": 1, "lumo_energy_ev": -2.96, "de_lowest_ev": 2.578, "species": ["C", "H", "H", "O", "H", "H", "N", "H", "H", "O", "O", "H", "C", "H", "C", "O"], "positions_angstrom": [[1.6037, 1.3645, -0.9454], [2.1204, 0.7510, -1.5930], [0.8873, -0.8876, 0.0696], [-0.5801, 0.3902, 1.7969], [1.2572, 2.3579, -1.3568], [0.1362, 0.9181, 1.4918], [-1.6605, -1.5987, 1.6047], [2.2928, 1.4644, -0.0699], [-1.4491, 0.0137, -2.9317], [-0.6358, 0.4241, -2.4856], [0.3896, -1.3130, 0.7991], [-1.4469, -2.5419, 1.5835], [-0.5939, -0.8385, 1.4293], [-2.2678, -1.1646, 2.3766], [-0.5620, 0.1250, -1.2688], [0.5089, 0.5355, -0.5002]], "forces_ev_per_angstrom": [[-0.07, 1.78, 1.14], [1.27, -0.61, -2.08], [-0.65, 0.79, 0.74], [-2.52, -0.21, 1.89], [0.50, -1.28, 0.43], [1.14, 0.37, -0.69], [-0.77, 4.12, 2.86], [-0.83, 0.34, -0.55], [1.48, 0.73, 1.20], [0.36, 0.88, -2.18], [1.12, -3.88, 0.89], [-0.11, -2.38, -0.06], [0.45, 0.81, -1.84], [0.72, -1.54, -1.63], [-1.42, -1.67, 2.72], [-0.67, 1.75, -2.86]], "lowdin_charge": [0.000, 0.070, 0.125, 0.234, 0.134, 0.132, 0.283, 0.119, 0.188, 0.137, 0.176, 0.120, -0.549, 0.202, -0.127, -0.244]}

{"formula": "C3H8NO4P", "method": "ωB97M-V/def2-TZVPD", "total_charge": 0, "lumo_energy_ev": [-0.89, -0.89], "de_lowest_ev": 2.772, "smiles": "CCO[P@](=O)(N=O)OC", "species": ["H", "H", "N", "C", "O", "O", "H", "C", "H", "H", "P", "H", "H", "H", "O", "C", "O"], "positions_angstrom": [[2.0880, 2.4771, 1.3169], [-1.8853, -1.2252, -2.5994], [0.7905, -1.2830, 1.0200], [0.1925, 1.8780, 0.3435], [0.8708, -2.4459, 0.7088], [-1.4106, -0.0810, 1.7349], [-0.2373, -1.8022, -2.3121], [1.5315, 1.5314, 1.0427], [0.5606, 2.6733, -0.4057], [-0.5331, 2.2089, 1.1827], [-0.7236, -0.4780, 0.4949], [2.0239, 0.9069, 0.3579], [-1.5073, -2.8148, -2.0650], [1.2926, 0.9413, 1.9257], [-1.4691, -1.4616, -0.4701], [-1.2580, -1.7929, -1.8306], [-0.3261, 0.7674, -0.4451]], "forces_ev_per_angstrom": [[-0.57, -1.19, -0.40], [0.56, -0.11, 1.67], [0.39, -0.95, -0.27], [1.33, 2.15, 0.46], [-0.15, 0.72, 0.08], [0.31, -0.62, -0.73], [-0.38, 0.82, 1.50], [-1.50, 1.09, 0.94], [-1.66, -1.01, 0.98], [0.76, -0.32, -2.04], [-1.01, 1.06, -0.04], [1.41, -0.60, -0.77], [-0.61, -0.58, 0.92], [0.44, 0.15, 0.20], [0.08, -0.18, -0.38], [0.30, 0.14, -3.26], [0.29, -0.57, 1.14]], "lowdin_charge": [0.104, 0.111, -0.066, -0.268, -0.011, -0.232, 0.104, -0.114, 0.137, 0.138, 0.457, 0.044, 0.073, 0.053, -0.205, -0.124, -0.202]}

{"formula": "C3H8NO4PS", "method": "ωB97M-V/def2-TZVPD", "total_charge": -2, "lumo_energy_ev": 5.87, "de_lowest_ev": 1.283, "smiles": "C=[S@](C)(=O)OP([O-])([O-])=CN", "species": ["P", "C", "H", "H", "N", "H", "H", "O", "C", "S", "H", "H", "O", "H", "C", "O", "O", "H"], "positions_angstrom": [[2.3626, -0.1797, 0.0678], [-0.3389, 0.3280, 1.0551], [-2.7156, -0.0692, -0.3787], [-0.3785, -1.6548, -1.2125], [0.5994, -1.8421, -0.9813], [0.2601, 0.9015, 1.8316], [-1.2183, -0.2721, 1.5837], [-0.4705, 2.5734, 0.0433], [-2.4496, 0.9391, -0.4404], [-0.4739, 1.2113, -0.4572], [1.2192, -1.4880, -1.6329], [0.7373, -2.1014, 1.0058], [2.9260, 0.0650, 1.4426], [-2.8505, 1.3924, 0.5519], [0.9841, -1.3325, 0.3018], [3.2204, -0.7863, -1.0223], [1.5805, 1.1216, -0.4296], [-2.9938, 1.1936, -1.3286]], "forces_ev_per_angstrom": [[0.20, 2.01, 0.73], [0.84, -4.26, 1.46], [0.07, -2.30, 0.41], [0.49, -0.11, -0.08], [-2.26, -0.87, 1.42], [-0.51, -0.78, -1.42], [1.38, 1.49, -1.48], [-0.13, 3.25, -0.23], [0.04, 1.27, 2.13], [-1.28, -1.86, 0.49], [1.29, 1.05, -1.91], [0.48, 0.16, 1.11], [0.57, -0.29, 0.20], [0.44, -0.26, -1.82], [-2.54, 1.52, -0.12], [-0.03, -0.12, -0.04], [1.11, -1.14, -0.17], [-0.17, 1.24, -0.66]], "lowdin_charge": [0.083, -0.292, -0.050, 0.051, -0.047, 0.055, 0.053, -0.581, -0.309, 0.701, -0.006, 0.045, -0.455, 0.037, -0.265, -0.446, -0.549, -0.026]}

{"formula": "C3H8NOP", "method": "ωB97M-V/def2-TZVPD", "total_charge": 0, "lumo_energy_ev": [-0.65, -0.55], "de_lowest_ev": 7.321, "species": ["H", "H", "C", "P", "H", "H", "H", "H", "H", "N", "C", "C", "O", "H"], "positions_angstrom": [[-1.9454, -0.2120, -1.4351], [0.5407, 0.3110, 1.9937], [-0.7370, 0.4058, 0.4041], [-2.0934, -0.5561, 0.0318], [0.7181, 1.9628, 0.0468], [-2.2252, 2.5086, 0.3036], [2.2492, -0.7039, -0.0535], [0.5499, -1.3663, -0.5441], [1.5243, -1.7510, 1.0254], [-1.2099, 2.4425, 0.5803], [0.6350, 0.2787, 0.8619], [1.3006, -1.0395, 0.2933], [1.4076, 1.3646, 0.5251], [-1.4185, -1.7456, 0.0812]], "forces_ev_per_angstrom": [[-0.40, -0.90, 1.21], [0.35, -0.62, -0.75], [-0.63, 4.99, 0.67], [-1.61, 0.89, -1.68], [2.06, -0.79, 1.28], [0.82, -0.54, 0.22], [0.58, 0.17, -0.88], [2.12, -0.02, 1.39], [-0.31, -1.39, 1.08], [0.33, -3.51, -0.60], [0.20, -1.43, 1.84], [-2.65, 1.65, -1.43], [-1.27, 2.55, -2.04], [0.42, -1.06, -0.33]], "lowdin_charge": [-0.032, 0.155, -0.437, 0.781, 0.093, -0.036, 0.062, 0.086, 0.047, 0.077, -0.573, -0.023, -0.074, -0.125]}